(1)
The molecule C5H10O at a distorted geometry, computed with the ωB97M-V functional and the def2-TZVPD basis.

```
16
C5H10O the ωB97M-V functional and the def2-TZVPD basis
C -0.701 -1.007 0.434
C -1.472 0.178 -0.098
C -0.544 1.569 0.011
O 0.786 1.533 -0.406
C 1.742 0.128 -0.227
C 0.976 -1.168 -0.167
H -0.973 -1.991 0.063
H -0.702 -0.988 1.539
H -1.866 -0.031 -1.112
H -2.296 0.540 0.535
H -0.632 1.858 1.081
H -1.163 2.246 -0.609
H 2.350 0.318 0.667
H 2.268 0.358 -1.148
H 1.314 -1.885 0.591
H 0.914 -1.658 -1.155
```

Calculated values
F_max (eV/Å): 3.07
Kohn-Sham gap (eV): 10.341
ΔE to the lowest compared entry with this formula, charge and spin (kcal/mol): 60.11
Calculated total energy (eV): -7392.1588
Spin multiplicity: 1

Quick look at the Mulliken charges, all values in e:
1 C -0.6787
2 C -0.5653
3 C -0.4726
4 O -0.4486
5 C -0.3454
6 C -0.5235
7 H 0.3509
8 H 0.3186
9 H 0.3011
10 H 0.3338
11 H 0.3066
12 H 0.2885
13 H 0.2547
14 H 0.2337
15 H 0.3343
16 H 0.3117

(2)
The molecule C5H10O, computed with the ωB97M-V functional and the def2-TZVPD basis.

```
16
C5H10O the ωB97M-V functional and the def2-TZVPD basis
C -0.782 -1.211 1.919
O 0.432 -1.270 1.195
C 0.258 -0.995 -0.141
C 0.360 0.235 -0.646
C 0.716 1.419 0.210
C 0.119 0.485 -2.109
H -0.544 -1.425 2.964
H -1.231 -0.212 1.847
H -1.513 -1.948 1.552
H 0.040 -1.863 -0.769
H 1.564 1.958 -0.232
H -0.115 2.133 0.280
H 0.996 1.101 1.218
H 0.980 0.982 -2.572
H -0.746 1.147 -2.252
H -0.074 -0.444 -2.654
```

Calculated values
F_max (eV/Å): 0.40
Kohn-Sham gap (eV): 9.961
ΔE to the lowest compared entry with this formula, charge and spin (kcal/mol): 26.73
Calculated total energy (eV): -7393.6064
Spin multiplicity: 1

Quick look at the Mulliken charges, all values in e:
1 C -0.6428
2 O -0.3912
3 C -0.4922
4 C 0.9326
5 C -1.2164
6 C -1.2324
7 H 0.2188
8 H 0.2687
9 H 0.3062
10 H 0.3665
11 H 0.3788
12 H 0.2937
13 H 0.2938
14 H 0.3074
15 H 0.2801
16 H 0.3283

(3)
The molecule C5H10O at a distorted geometry, computed with the ωB97M-V functional and the def2-TZVPD basis.

```
16
C5H10O the ωB97M-V functional and the def2-TZVPD basis
C -0.118 2.482 -0.017
C 0.718 1.319 -0.527
C 0.024 0.005 -0.285
C 0.528 -1.058 0.371
C -0.250 -2.305 0.615
O -1.529 -2.418 0.010
H 0.522 3.403 -0.005
H -0.607 2.195 1.080
H -1.042 2.617 -0.769
H 0.842 1.472 -1.577
H 1.716 1.384 -0.012
H -1.005 -0.155 -0.578
H 1.629 -1.026 0.607
H 0.319 -3.181 0.316
H -0.373 -2.394 1.738
H -1.374 -2.339 -0.967
```

Calculated values
F_max (eV/Å): 3.30
Kohn-Sham gap (eV): 10.254
ΔE to the lowest compared entry with this formula, charge and spin (kcal/mol): 38.63
Calculated total energy (eV): -7393.0900
Spin multiplicity: 1

Quick look at the Mulliken charges, all values in e:
1 C -0.9693
2 C -0.3710
3 C -0.3121
4 C -0.2345
5 C -0.4703
6 O -0.5302
7 H 0.3273
8 H 0.2521
9 H 0.2279
10 H 0.2712
11 H 0.2862
12 H 0.3925
13 H 0.2525
14 H 0.2923
15 H 0.2661
16 H 0.3195

(4)
The molecule C5H10O, computed with the ωB97M-V functional and the def2-TZVPD basis.

```
16
C5H10O the ωB97M-V functional and the def2-TZVPD basis
C 1.564 -0.174 1.043
C 0.920 0.018 -0.318
C 0.063 -1.068 -0.937
C -0.565 0.219 -0.524
C -1.564 0.339 0.599
O -0.933 0.920 -1.680
H 2.533 -0.681 0.948
H 1.748 0.785 1.546
H 0.948 -0.786 1.711
H 1.545 0.565 -1.023
H 0.061 -1.119 -2.016
H -0.115 -1.997 -0.396
H -2.556 0.057 0.229
H -1.614 1.374 0.957
H -1.325 -0.304 1.453
H -0.710 1.853 -1.591
```

Calculated values
F_max (eV/Å): 0.61
Kohn-Sham gap (eV): 10.597
ΔE to the lowest compared entry with this formula, charge and spin (kcal/mol): 23.66
Calculated total energy (eV): -7393.7394
Spin multiplicity: 1

Quick look at the Mulliken charges, all values in e:
1 C -1.3756
2 C 0.0226
3 C -0.9505
4 C 1.0157
5 C -1.3184
6 O -0.5810
7 H 0.3733
8 H 0.2969
9 H 0.2785
10 H 0.3844
11 H 0.2981
12 H 0.2622
13 H 0.3125
14 H 0.3296
15 H 0.3080
16 H 0.3437

(5)
The molecule C5H10O, computed with the ωB97M-V functional and the def2-TZVPD basis.

```
16
C5H10O the ωB97M-V functional and the def2-TZVPD basis
C -1.231 1.172 0.171
C -1.152 -0.362 0.129
C 0.109 -0.943 0.848
C 1.067 -0.903 -0.322
C 1.590 0.389 -0.729
O 2.480 -0.663 -0.410
H -0.547 1.661 -0.534
H -0.990 1.550 1.170
H -2.238 1.514 -0.088
H -1.161 -0.652 -0.936
H -2.051 -0.807 0.551
H -0.037 -1.954 1.262
H 0.373 -0.297 1.698
H 0.731 -1.611 -1.080
H 1.471 0.728 -1.756
H 1.587 1.176 0.025
```

Calculated values
F_max (eV/Å): 0.72
Kohn-Sham gap (eV): 11.365
ΔE to the lowest compared entry with this formula, charge and spin (kcal/mol): 42.93
Calculated total energy (eV): -7392.9036
Spin multiplicity: 1

Quick look at the Mulliken charges, all values in e:
1 C -1.1303
2 C -0.3472
3 C -0.5793
4 C -0.0660
5 C -0.5658
6 O -0.4475
7 H 0.2495
8 H 0.2957
9 H 0.3512
10 H 0.2637
11 H 0.3855
12 H 0.2632
13 H 0.3223
14 H 0.3692
15 H 0.2869
16 H 0.3488

(6)
The molecule C5H10O, computed with the ωB97M-V functional and the def2-TZVPD basis.

```
16
C5H10O the ωB97M-V functional and the def2-TZVPD basis
C -2.009 0.489 0.009
C -0.875 -0.496 -0.278
C 0.390 -0.426 0.591
C 1.593 -1.013 -0.094
C 1.536 0.467 0.150
O 1.165 1.450 -0.778
H -1.741 1.516 -0.266
H -2.297 0.474 1.066
H -2.899 0.224 -0.578
H -1.270 -1.515 -0.150
H -0.600 -0.419 -1.338
H 0.212 -0.601 1.650
H 2.292 -1.527 0.561
H 1.488 -1.453 -1.080
H 2.391 0.803 0.747
H 0.625 2.025 -0.213
```

Calculated values
F_max (eV/Å): 0.93
Kohn-Sham gap (eV): 10.695
ΔE to the lowest compared entry with this formula, charge and spin (kcal/mol): 35.87
Calculated total energy (eV): -7393.2098
Spin multiplicity: 1

Quick look at the Mulliken charges, all values in e:
1 C -1.1551
2 C -0.4863
3 C -0.0506
4 C -0.7696
5 C -0.1410
6 O -0.5425
7 H 0.2859
8 H 0.2957
9 H 0.3406
10 H 0.3371
11 H 0.2687
12 H 0.3732
13 H 0.2682
14 H 0.2621
15 H 0.3694
16 H 0.3442

(7)
A 2-piece molecular cluster, C5H10O overall, computed with the ωB97M-V functional and the def2-TZVPD basis.

```
16
C5H10O the ωB97M-V functional and the def2-TZVPD basis
C 0.203 0.922 1.920
C 0.323 0.397 0.698
C -0.226 0.994 -0.532
C 0.772 1.117 -1.660
C -0.415 0.217 -1.807
H -0.401 1.812 2.083
H 0.681 0.467 2.782
H 0.882 -0.530 0.552
H -0.904 1.829 -0.367
H 0.811 2.062 -2.190
H 1.742 0.651 -1.500
H -0.271 -0.861 -1.792
H -1.211 0.544 -2.472
O -1.556 -1.144 1.139
H -1.201 -0.462 1.738
H -0.988 -1.901 1.320
```

Calculated values
F_max (eV/Å): 0.95
Kohn-Sham gap (eV): 10.117
ΔE to the lowest compared entry with this formula, charge and spin (kcal/mol): 47.27
Calculated total energy (eV): -7392.7157
Spin multiplicity: 1

Quick look at the Mulliken charges, all values in e:
1 C -0.8866
2 C -0.3247
3 C 0.1750
4 C -0.5691
5 C -0.6230
6 H 0.2853
7 H 0.3324
8 H 0.2687
9 H 0.3729
10 H 0.2521
11 H 0.2292
12 H 0.2053
13 H 0.2518
14 O -0.6820
15 H 0.3889
16 H 0.3238

(8)
The molecule C5H10O at a distorted geometry, computed with the ωB97M-V functional and the def2-TZVPD basis.

```
16
C5H10O the ωB97M-V functional and the def2-TZVPD basis
C 1.389 1.154 0.690
C -0.145 1.142 0.468
C -0.540 0.401 -0.810
C -0.272 -1.107 -0.781
C -0.981 -1.907 0.279
O -1.339 -3.042 0.101
H 1.694 0.437 1.447
H 1.745 2.163 0.891
H 1.956 0.872 -0.204
H -0.578 0.609 1.307
H -0.502 2.163 0.406
H -1.588 0.648 -1.021
H -0.004 0.779 -1.679
H -0.489 -1.599 -1.728
H 0.797 -1.297 -0.620
H -1.142 -1.417 1.254
```

Calculated values
F_max (eV/Å): 1.41
Kohn-Sham gap (eV): 10.736
ΔE to the lowest compared entry with this formula, charge and spin (kcal/mol): 15.07
Calculated total energy (eV): -7394.1120
Spin multiplicity: 1

Quick look at the Mulliken charges, all values in e:
1 C -1.1231
2 C -0.2647
3 C -0.7202
4 C -0.4112
5 C 0.0477
6 O -0.4795
7 H 0.2945
8 H 0.3311
9 H 0.2926
10 H 0.1910
11 H 0.3428
12 H 0.3114
13 H 0.3208
14 H 0.3351
15 H 0.2524
16 H 0.2794

(9)
The molecule C5H10O, computed with the ωB97M-V functional and the def2-TZVPD basis.

```
16
C5H10O the ωB97M-V functional and the def2-TZVPD basis
C -1.557 -0.491 0.469
C -0.846 0.442 -0.486
C 0.001 1.579 0.006
C 0.647 0.413 -0.698
C 1.552 -0.526 0.077
O 1.287 -1.899 -0.141
H -1.762 -1.459 -0.005
H -0.975 -0.667 1.382
H -2.520 -0.071 0.779
H -1.417 0.650 -1.389
H -0.057 2.541 -0.495
H 0.160 1.647 1.082
H 0.961 0.585 -1.725
H 2.586 -0.376 -0.248
H 1.519 -0.285 1.151
H 0.422 -2.084 0.242
```

Calculated values
F_max (eV/Å): 0.39
Kohn-Sham gap (eV): 11.239
ΔE to the lowest compared entry with this formula, charge and spin (kcal/mol): 26.25
Calculated total energy (eV): -7393.6270
Spin multiplicity: 1

Quick look at the Mulliken charges, all values in e:
1 C -1.6094
2 C 0.3996
3 C -0.7632
4 C 0.0592
5 C -0.7854
6 O -0.5314
7 H 0.3227
8 H 0.3799
9 H 0.3673
10 H 0.3350
11 H 0.2759
12 H 0.2286
13 H 0.3495
14 H 0.3638
15 H 0.2812
16 H 0.3268

(10)
A 2-piece molecular cluster, C5H10O overall, computed with the ωB97M-V functional and the def2-TZVPD basis.

```
16
C5H10O the ωB97M-V functional and the def2-TZVPD basis
C -0.989 1.457 -0.347
C -1.280 0.288 0.219
C -0.626 -1.021 -0.149
C 0.650 -0.830 -0.979
C 1.652 0.136 -0.362
O 1.984 0.125 0.800
H -1.404 2.395 0.007
H -0.288 1.528 -1.178
H -1.963 0.260 1.069
H -0.395 -1.554 0.781
H -1.318 -1.668 -0.708
H 1.169 -1.791 -1.085
H 0.410 -0.489 -1.993
H 2.095 0.880 -1.062
H 0.482 0.116 2.326
H -0.179 0.169 2.661
```

Calculated values
F_max (eV/Å): 0.69
Kohn-Sham gap (eV): 10.837
ΔE to the lowest compared entry with this formula, charge and spin (kcal/mol): 50.28
Calculated total energy (eV): -7392.5849
Spin multiplicity: 1

Quick look at the Mulliken charges, all values in e:
1 C -0.7689
2 C -0.2627
3 C -0.3654
4 C -0.6585
5 C -0.0538
6 O -0.4896
7 H 0.2643
8 H 0.2118
9 H 0.4747
10 H 0.2415
11 H 0.3333
12 H 0.3844
13 H 0.3073
14 H 0.3681
15 H -0.1838
16 H 0.1974

(11)
The molecule C5H10O, computed with the ωB97M-V functional and the def2-TZVPD basis.

```
16
C5H10O the ωB97M-V functional and the def2-TZVPD basis
C -0.883 -1.875 0.105
O -0.595 -0.728 0.873
C 0.123 0.265 0.194
C 1.468 -0.152 -0.353
C -0.701 1.311 -0.508
C -0.028 1.611 0.812
H -1.770 -2.344 0.538
H -1.096 -1.624 -0.944
H -0.055 -2.598 0.137
H 1.956 0.691 -0.852
H 2.116 -0.492 0.462
H 1.377 -0.963 -1.085
H -0.316 1.787 -1.407
H -1.779 1.179 -0.486
H -0.658 1.665 1.695
H 0.838 2.267 0.817
```

Calculated values
F_max (eV/Å): 0.29
Kohn-Sham gap (eV): 10.447
ΔE to the lowest compared entry with this formula, charge and spin (kcal/mol): 32.89
Calculated total energy (eV): -7393.3391
Spin multiplicity: 1

Quick look at the Mulliken charges, all values in e:
1 C -0.7645
2 O -0.4344
3 C 1.1229
4 C -1.3929
5 C -0.7303
6 C -0.7339
7 H 0.2596
8 H 0.3468
9 H 0.2703
10 H 0.3979
11 H 0.3067
12 H 0.3393
13 H 0.2479
14 H 0.2613
15 H 0.2562
16 H 0.2472

(12)
The molecule C5H10O at a distorted geometry, computed with the ωB97M-V functional and the def2-TZVPD basis.

```
16
C5H10O the ωB97M-V functional and the def2-TZVPD basis
C 1.963 -0.295 0.857
C 0.578 -0.017 1.177
C -0.390 -0.271 -0.001
C -1.767 -0.684 0.489
C -0.284 0.767 -1.157
O 0.990 0.606 -1.935
H 2.833 -0.017 1.554
H 2.165 -0.748 -0.243
H 0.070 0.365 2.226
H -0.015 -1.142 -0.682
H -2.374 0.299 0.662
H -2.332 -1.202 -0.309
H -1.609 -1.312 1.339
H -0.375 1.748 -0.717
H -1.149 0.678 -1.923
H 1.697 1.225 -1.337
```

Calculated values
F_max (eV/Å): 5.05
Kohn-Sham gap (eV): 10.389
ΔE to the lowest compared entry with this formula, charge and spin (kcal/mol): 75.16
Calculated total energy (eV): -7391.5061
Spin multiplicity: 1

Quick look at the Mulliken charges, all values in e:
1 C -0.8469
2 C -0.1092
3 C 0.7716
4 C -1.4615
5 C -0.8077
6 O -0.5467
7 H 0.2434
8 H 0.2907
9 H 0.2549
10 H 0.1130
11 H 0.2742
12 H 0.3589
13 H 0.4297
14 H 0.3623
15 H 0.3039
16 H 0.3696